{
  "formula": "C5H11IrMgO4",
  "method": "ωB97M-V/def2-TZVPD",
  "total_charge": 1,
  "multiplicity": 6,
  "homo_ev": [-9.13, -13.14],
  "species": ["O", "C", "C", "O", "C", "C", "O", "C", "Ir", "H", "H", "H", "H", "H", "H", "H", "H", "H", "H", "Mg", "O", "H"],
  "positions_angstrom": [[2.247129, -0.646286, 0.991035], [1.973903, -1.951427, 0.604791], [0.943984, -1.970538, -0.516356], [-0.108720, -1.057564, -0.232192], [-0.643142, -0.301040, -1.317125], [-1.733160, 0.540476, -0.696427], [-1.134274, 1.336811, 0.324805], [-1.978351, 2.273390, 0.970132], [0.637334, 0.575026, 0.985757], [1.622647, -2.524892, 1.482566], [2.870132, -2.486383, 0.240578], [0.517198, -2.971334, -0.680251], [1.442059, -1.631652, -1.440841], [-1.069409, -0.960310, -2.086062], [-2.493834, -0.090279, -0.208800], [-2.181024, 1.202657, -1.451259], [-1.350339, 2.846071, 1.661044], [-2.428381, 2.950287, 0.230861], [-2.757130, 1.727510, 1.522644], [3.400970, 0.971708, 1.271962], [1.982773, 1.803991, 0.234580], [0.239640, 0.363783, -1.891443]],
  "forces_ev_per_a": [[1.0, -0.4, 0.6], [-0.3, -1.4, 0.5], [0.8, -0.7, -1.1], [-0.3, -0.4, -0.5], [1.4, 1.0, -2.0], [-0.4, 0.0, -0.5], [-0.3, 0.5, -0.2], [-0.8, 0.5, 0.6], [1.9, 2.6, 0.4], [0.0, 0.1, -0.3], [-0.2, 0.4, 0.1], [0.2, 0.3, 0.1], [-0.2, -0.1, 0.2], [0.0, 0.1, 0.2], [0.1, 0.1, -0.4], [0.0, -0.2, 0.2], [-0.2, -0.1, -0.2], [0.2, -0.2, 0.2], [0.1, 0.3, -0.1], [1.0, -0.2, 0.2], [-1.7, -0.6, 0.3], [-2.3, -1.6, 1.7]],
  "lowdin_charge": [-0.58, -0.28, -0.16, -0.30, -0.18, -0.15, -0.41, -0.04, 1.44, 0.13, 0.14, 0.15, 0.14, 0.15, 0.16, 0.16, 0.11, 0.12, 0.11, 0.74, -0.64, 0.21]
}

{
  "formula": "C5H11MgO4Sm",
  "method": "ωB97M-V/def2-TZVPD",
  "multiplicity": 8,
  "homo_ev": [-4.20, -7.38],
  "species": ["O", "C", "C", "O", "C", "C", "O", "C", "Sm", "H", "H", "H", "H", "H", "H", "H", "H", "H", "H", "Mg", "O", "H"],
  "positions_angstrom": [[2.202270, -0.514662, 0.939954], [1.854048, -1.853401, 0.739267], [0.855647, -2.060189, -0.394270], [-0.337706, -1.310548, -0.322846], [-0.474901, -0.156261, -1.181724], [-1.692608, 0.571573, -0.676910], [-1.320779, 1.254820, 0.538980], [-2.293339, 2.040092, 1.186732], [0.838839, 0.981839, 0.727837], [1.492510, -2.329012, 1.669764], [2.750665, -2.450605, 0.485076], [0.585933, -3.124643, -0.475923], [1.361196, -1.711040, -1.313473], [-0.544974, -0.410908, -2.245133], [-2.500034, -0.117896, -0.375135], [-2.014596, 1.341303, -1.395112], [-1.801169, 2.587304, 1.998023], [-2.712570, 2.775826, 0.484021], [-3.040559, 1.358900, 1.620968], [3.527906, 0.896872, 0.429478], [1.906629, 1.350276, -0.646192], [1.357581, 0.880350, -1.793381]],
  "forces_ev_per_a": [[2.1, -3.1, 0.9], [0.5, -1.1, 0.6], [0.5, 0.4, -1.2], [-0.3, -0.2, 0.9], [0.1, 0.6, -0.7], [-0.1, -0.4, -0.6], [-1.8, 0.7, 0.0], [-0.3, -0.1, 0.1], [-6.7, 0.6, 7.7], [-0.1, 0.4, -0.1], [-0.2, 0.1, -0.1], [0.2, 0.3, 0.0], [0.0, -0.5, 0.1], [-0.4, -0.3, 0.3], [-0.1, 0.2, -0.3], [-0.1, -0.4, 0.1], [0.0, -0.1, -0.1], [-0.2, -0.3, 0.2], [-0.2, 0.5, -0.2], [1.5, -0.4, -0.4], [5.1, 2.2, -11.4], [0.7, 0.9, 4.3]],
  "lowdin_charge": [-0.60, -0.29, -0.21, -0.21, -0.31, -0.22, -0.45, -0.08, 1.08, 0.12, 0.12, 0.13, 0.12, 0.09, 0.13, 0.13, 0.09, 0.10, 0.10, 0.55, -0.70, 0.29]
}